No. 1
Computed, not measured: a molecular structure, C26H36As2N4OPdS in a non-equilibrium geometry, with ωB97M-V/def2-TZVPD.

Its calculated total energy is -6303.6757 hartree. The calculation puts the largest force on an atom at 0.0383 hartree/bohr. Its net charge is +2. The value obtained for the LUMO energy (alpha / beta) is -8.6 / -8.6 eV.

CARTESIAN COORDINATES (ANGSTROEM)
Pd1 0.2739 -0.5171 -0.3669
As1 -0.5946 -2.3827 -1.6770
As2 2.3241 -0.6831 -1.6789
S1 0.0915 1.7016 5.9263
O1 -0.7888 1.4050 -1.1721
N1 -2.7426 2.4360 -1.6253
N2 0.1840 -2.1202 8.3537
N3 0.1947 -0.3254 1.8506
N4 -0.7244 3.6062 -1.6574
C1 -1.7786 -3.9171 -1.3352
C2 3.2005 -4.1560 -3.9192
C3 3.2914 -2.9508 -3.2438
C4 0.1322 0.1648 6.8767
C5 4.2453 -0.4238 -1.3287
C6 1.3149 -1.5611 7.9940
C7 -1.4024 2.4560 -1.4651
C8 1.3300 0.0161 2.4620
C9 -3.4996 1.2631 -1.2525
C10 2.1906 -2.4206 -2.5786
C11 0.9819 -3.1242 -2.5819
C12 -1.5582 -1.5607 -3.1796
C13 0.1385 0.9121 4.3201
C14 0.9052 -4.3418 -3.2513
C15 2.0035 -4.8531 -3.9226
C16 -0.9676 -0.0584 2.4442
C17 1.3508 0.6407 3.6983
C18 -1.3666 4.8442 -2.0535
C19 -3.5065 3.6051 -2.0143
C20 -2.6345 4.5410 -2.8371
C21 0.6774 3.6866 -1.3159
C22 -1.0440 0.5635 3.6806
C23 1.3480 -0.3945 7.2371
C24 -1.0565 -0.4310 7.2644
C25 -0.9724 -1.5958 8.0195
C26 2.1261 0.5477 -3.1955
H1 -2.0008 0.7675 4.1366
H2 2.6168 0.1234 -4.0735
H3 2.2583 -0.2547 1.9597
H4 2.6018 1.4968 -2.9404
H5 0.8196 4.3495 -0.4586
H6 4.6675 -1.2530 -0.7570
H7 1.0403 2.6894 -1.0584
H8 4.2327 -2.4152 -3.2228
H9 -4.1192 1.4766 -0.3773
H10 2.2845 0.0555 6.9532
H11 -2.6499 -3.5776 -0.7669
H12 -0.0241 -4.8992 -3.2364
H13 -3.1712 5.4616 -3.0660
H14 -2.1276 -4.3270 -2.2878
H15 1.9267 -5.7988 -4.4384
H16 -1.1650 -0.5608 -3.3718
H17 -1.8679 -0.3854 1.9317
H18 -4.1479 0.9513 -2.0738
H19 -3.8892 4.1174 -1.1228
H20 4.3885 0.5036 -0.7647
H21 -1.2713 -4.6948 -0.7613
H22 4.7656 -0.3283 -2.2863
H23 -2.3686 4.0515 -3.7752
H24 2.2878 0.9054 4.1649
H25 -2.6160 -1.4850 -2.9187
H26 -2.8079 0.4510 -1.0144
H27 1.0706 0.7229 -3.4069
H28 -2.0121 -0.0089 7.0001
H29 -1.8558 -2.1171 8.3581
H30 -4.3612 3.2684 -2.6069
H31 1.2541 4.0713 -2.1593
H32 4.0650 -4.5501 -4.4331
H33 -0.6641 5.4046 -2.6755
H34 -1.5947 5.4492 -1.1671
H35 -1.4548 -2.1785 -4.0737
H36 2.2210 -2.0548 8.3140

From a Löwdin analysis of the wavefunction, the atomic charges in e read: 0.474, 1.189, 1.180, 1.001, -0.129, -0.080, 0.069, -0.084, -0.080, -0.229, -0.037, -0.089, -0.506, -0.232, -0.127, -0.466, -0.133, -0.028, -0.411, -0.409, -0.241, -0.489, -0.088, -0.037, -0.128, -0.046, -0.142, -0.142, -0.133, -0.026, -0.045, -0.072, -0.073, -0.125, -0.244, 0.117, 0.051, 0.104, 0.035, 0.104, 0.049, 0.063, 0.102, 0.103, 0.103, 0.043, 0.103, 0.129, 0.053, 0.124, 0.020, 0.111, 0.098, 0.138, 0.042, 0.050, 0.051, 0.127, 0.117, 0.035, 0.059, 0.021, 0.103, 0.114, 0.132, 0.098, 0.124, 0.132, 0.138, 0.052, 0.114

No. 2
Computed, not measured: a molecular structure, C26H36AsIN6O2Si2Ti in a non-equilibrium geometry, with ωB97M-V/def2-TZVPD.

Its calculated total energy is -5453.3246 hartree. As for the spin multiplicity: 3. The calculation puts the largest force on an atom at 0.0803 hartree/bohr. Its net charge is 0. The value obtained for the LUMO energy (alpha / beta) is 0.2 / 0.3 eV.

CARTESIAN COORDINATES (ANGSTROEM)
I1 10.2119 10.4584 15.5630
As1 9.0193 8.8271 8.7456
Ti1 9.6810 9.3020 11.1289
Si1 10.5479 7.6590 7.3499
Si2 8.3133 10.4830 7.3396
O1 11.1015 8.1746 11.9856
O2 12.2066 11.6074 9.3246
N1 13.8453 10.4360 10.3523
N2 12.2602 8.6312 16.4364
N3 11.6545 9.9141 10.8348
N4 8.3478 8.1674 12.2744
N5 8.9339 11.0897 11.7717
N6 6.9834 9.9653 12.7215
C1 10.8961 7.4480 18.5172
C2 14.7482 11.3299 9.6079
C3 7.6815 11.1309 12.3075
C4 9.6580 6.4228 6.2990
C5 7.3562 8.6742 12.9860
C6 11.5435 8.7825 6.2917
C7 12.4814 10.6810 10.0478
C8 13.4241 8.3718 11.5075
C9 11.6722 6.7500 8.5390
C10 8.1829 6.1915 13.5782
C11 7.1386 6.7437 14.3169
C12 10.5089 8.7603 18.1039
C13 6.7269 8.0093 14.0631
C14 7.1186 12.3919 12.6106
C15 8.7369 6.8689 12.5161
C16 11.8400 6.6899 17.7915
C17 7.8439 13.5426 12.5545
C18 11.1466 9.1703 16.9036
C19 9.6668 12.2250 11.6553
C20 6.7363 11.3440 7.6544
C21 9.6242 11.7846 7.4289
C22 12.0821 8.8013 11.4339
C23 12.5048 7.3758 16.7635
C24 14.3159 9.3429 10.9517
C25 9.1334 13.4695 11.9192
C26 8.0274 9.8154 5.5227
H1 7.8731 8.7301 5.3973
H2 9.7914 14.3171 11.7737
H3 6.4836 12.1225 6.8837
H4 11.4732 6.9685 9.5960
H5 15.5845 11.6205 10.2840
H6 9.3799 6.5036 11.7364
H7 6.1798 8.5105 14.7955
H8 9.0094 5.8831 6.9534
H9 8.7394 10.0917 4.7724
H10 10.0074 11.8643 8.4536
H11 6.5593 6.1768 15.0577
H12 13.1625 6.8004 16.0810
H13 6.7456 11.8476 8.6060
H14 11.6879 5.6596 8.4480
H15 8.6507 5.1817 13.7587
H16 9.7379 9.4131 18.5336
H17 9.1354 12.6974 7.0933
H18 13.7990 7.4762 12.0633
H19 12.0997 5.6763 18.0874
H20 14.2167 12.1545 9.1489
H21 12.4913 8.2967 6.1797
H22 15.1989 10.7527 8.7803
H23 10.4579 5.7585 5.9619
H24 12.6748 7.0820 8.2330
H25 11.8665 9.6849 6.7899
H26 6.1376 10.2871 13.0801
H27 10.4042 11.4868 6.7249
H28 9.0549 6.8493 5.4530
H29 6.0737 12.4465 12.9820
H30 7.0579 10.2055 5.1819
H31 5.7892 10.6872 7.5115
H32 11.0861 8.9274 5.3127
H33 10.7076 12.1067 11.2462
H34 15.3798 9.0546 10.9813
H35 7.5577 14.4010 13.1071
H36 10.4198 6.9280 19.3805

From a Löwdin analysis of the wavefunction, the atomic charges in e read: 0.908, 0.707, 0.595, 0.193, 0.137, -0.159, 0.059, -0.045, -0.002, 0.062, -0.010, -0.073, 0.134, -0.074, -0.011, -0.283, -0.234, -0.303, -0.216, -0.478, 0.034, -0.215, -0.066, -0.072, -0.115, -0.009, -0.052, -0.091, -0.074, -0.097, -0.820, -0.153, -0.262, -0.241, -0.523, -0.163, -0.031, -0.063, -0.209, 0.003, 0.097, 0.045, -0.003, 0.103, 0.108, 0.100, 0.009, 0.004, 0.002, 0.121, 0.116, 0.006, 0.032, 0.124, 0.094, 0.025, 0.128, 0.099, 0.083, 0.013, 0.099, 0.028, 0.026, 0.016, 0.109, 0.018, 0.035, 0.119, 0.013, 0.063, 0.037, 0.107, 0.139, 0.086, 0.112

No. 3
Computed, not measured: C26H36BFN2O7S2 in the gas phase in a non-equilibrium geometry, with ωB97M-V/def2-TZVPD.

Its calculated total energy is -2569.6500 hartree. The calculation puts the largest force on an atom at 0.0403 hartree/bohr. As for the SMILES: CCOC(=O)CCCc1cc2c(c(B(O)OC)c1CCCSC(=S)N1CCOCC1)C(=O)N(C[C@@H](C)F)C2=O. Its net charge is 0. For the energy relative to the best compared isomer or geometry (same formula, charge and spin), the calculation gives 75.93 kJ/mol. The value obtained for the LUMO energy is -0.5 eV.

CARTESIAN COORDINATES (ANGSTROEM)
S1 1.4619 -3.0374 -3.8007
S2 4.2195 -2.6449 -4.5825
F1 1.0518 5.5324 1.7607
O1 0.1530 3.7995 -0.7786
O2 -0.3281 1.9086 3.2660
O3 0.1351 2.3734 -3.0938
O4 -5.3876 -0.4376 3.4608
O5 -1.7556 1.2454 -3.8919
O6 4.5703 -2.6173 0.4737
O7 -4.2892 0.3895 1.6855
N1 0.4337 2.9109 1.2993
N2 3.5604 -2.7288 -1.9855
C1 0.4712 -1.9491 -2.7140
C2 0.0161 2.8443 -0.0568
C3 4.6772 -3.6577 -1.7507
C4 -0.4504 3.6039 -3.6039
C5 -2.0323 -1.3649 -2.3807
C6 -3.8088 -2.2088 0.5155
C7 -1.0297 0.8126 -1.4104
C8 4.0697 -1.4004 -1.6193
C9 4.8568 -1.4655 -0.2863
C10 -2.2599 -2.3802 0.3391
C11 1.8175 3.2387 1.6019
C12 -0.9822 -2.4153 -2.8455
C13 -1.6792 -0.9933 0.0518
C14 -1.2805 -0.2793 1.1531
C15 4.8737 -3.8099 -0.2263
C16 3.3838 5.2193 1.8461
C17 2.0151 4.6473 2.2071
C18 -0.6179 1.4712 -0.2689
C19 -1.5634 -0.4808 -1.2411
C20 3.1490 -2.7803 -3.3580
C21 -4.6172 -0.5827 2.3197
C22 -0.2072 1.9229 2.0645
C23 -0.7273 0.9637 1.0198
C24 -4.2253 -2.0118 1.9942
C25 -4.3569 1.1296 5.0752
C26 -4.5690 -0.3282 4.6349
B1 -0.8842 1.4837 -2.8409
H1 -5.2504 1.5188 5.5715
H2 5.9359 -1.4658 -0.5186
H3 -2.3937 -0.8282 -3.2535
H4 -4.1162 1.7465 4.2073
H5 4.5433 -4.6196 -2.2472
H6 -0.4691 3.6277 -4.6930
H7 -1.1911 -2.6443 -3.8997
H8 3.6562 6.0407 2.5142
H9 -4.1077 -1.3009 -0.0181
H10 -3.4177 -2.3827 2.6336
H11 -2.0573 -3.0321 -0.5079
H12 -1.8097 -2.7332 1.2692
H13 -2.8914 -1.9306 -2.0030
H14 -5.1196 -0.8289 5.4380
H15 1.9720 4.6089 3.3024
H16 -1.4475 3.7513 -3.1735
H17 2.4895 3.1408 0.7438
H18 -5.0986 -2.6411 2.1984
H19 0.6234 -0.8895 -2.9330
H20 4.1647 4.4546 1.9414
H21 -1.1312 -3.3660 -2.3238
H22 5.8755 -4.1995 0.0054
H23 4.7397 -0.9584 -2.3728
H24 -4.3110 -3.0585 0.0454
H25 0.8030 -2.1217 -1.6830
H26 3.3903 5.6006 0.8198
H27 -1.3819 -0.7154 2.1451
H28 4.6800 -0.5765 0.3223
H29 -2.6616 1.1533 -3.5780
H30 0.1590 4.4028 -3.1776
H31 4.1462 -4.5568 0.1147
H32 -3.5935 -0.8142 4.5131
H33 -3.5597 1.1230 5.8257
H34 5.6179 -3.2333 -2.1399
H35 2.1427 2.5386 2.3817
H36 3.2055 -0.7333 -1.5037

From a Löwdin analysis of the wavefunction, the atomic charges in e read: 0.914, 0.710, -0.006, 0.152, 0.133, 0.023, -0.042, 0.158, -0.128, 0.144, 0.036, -0.198, -0.446, -0.288, -0.200, -0.048, -0.116, -0.152, 0.047, -0.168, -0.185, -0.109, -0.075, -0.244, -0.159, 0.039, -0.182, -0.047, -0.366, -0.003, -0.113, -1.105, -0.453, -0.337, -0.050, -0.083, -0.059, -0.232, -0.604, 0.074, 0.122, 0.103, 0.077, 0.124, 0.094, 0.102, 0.078, 0.110, 0.119, 0.088, 0.113, 0.107, 0.120, 0.140, 0.095, 0.135, 0.126, 0.083, 0.082, 0.102, 0.123, 0.106, 0.112, 0.088, 0.088, 0.137, 0.123, 0.110, 0.087, 0.121, 0.116, 0.079, 0.102, 0.136, 0.117